Entry 1:
The molecule C5H8O3. Source: the Open Molecules 2025 dataset; level of theory: the ωB97M-V functional and the def2-TZVPD basis.

Structure (XYZ):
```
16
Properties=species:S:1:pos:R:3
C -2.319 -0.064 -0.708
C -0.461 -0.383 0.762
C 0.321 -1.321 -0.255
C 1.478 -0.309 -0.074
C 0.545 0.728 0.613
H -2.227 -1.047 -1.204
H -1.739 0.705 -1.243
H -3.382 0.176 -0.596
H -0.305 -0.852 1.754
H 0.614 -2.371 -0.039
H -0.049 -1.328 -1.291
H 0.933 1.152 1.564
H 0.892 2.226 -0.547
O -1.825 -0.204 0.593
O 2.673 -0.295 -0.324
O 0.137 1.679 -0.322
```

Output
charge = 0
structure (SMILES) = CO[C@H]1CC(=O)[C@H]1O
multiplicity = 1
F_max = 2.47 eV Å⁻¹
DFT total energy = -420.96645 Eh
HOMO energy = -9.443 eV
gap between HOMO and LUMO = 10.00 eV
ΔE to the lowest compared entry with this formula, charge and spin = 235.3 kJ/mol

Entry 2:
A cluster of 4 separate species, C5H15N2O3 in total. Source: the Open Molecules 2025 dataset; level of theory: the ωB97M-V functional and the def2-TZVPD basis.

Structure (XYZ):
```
25
Properties=species:S:1:pos:R:3
C -2.450 1.590 -2.924
C -2.474 1.514 -1.400
C -1.495 0.674 -0.664
C -0.170 0.607 -0.994
N 0.363 -0.516 -0.444
C -0.576 -1.129 0.274
N -1.725 -0.368 0.203
H -3.317 2.147 -3.335
H -2.573 0.582 -3.333
H -1.449 1.819 -3.316
H -3.494 1.170 -1.104
H -2.471 2.544 -0.979
H 0.370 1.318 -1.609
H 1.363 -0.693 -0.347
H -0.486 -2.063 0.771
H -2.586 -0.617 0.677
H 2.000 -0.252 4.791
H 1.363 0.952 4.116
O 1.976 0.222 3.951
H 2.720 -2.060 2.425
H 2.333 -0.582 2.323
O 2.602 -1.332 1.782
H 3.318 -2.600 -0.385
H 3.702 -1.268 0.113
O 3.158 -1.660 -0.590
```

Output
charge = +1
multiplicity = 1
F_max = 3.11 eV Å⁻¹
DFT total energy = -534.52427 Eh
HOMO energy = -13.383 eV
gap between HOMO and LUMO = 10.60 eV
ΔE to the lowest compared entry with this formula, charge and spin = 56.2 kJ/mol

Entry 3:
A cluster of 2 separate species, CH4Cl2N2OS2 in total. Source: the Open Molecules 2025 dataset; level of theory: the ωB97M-V functional and the def2-TZVPD basis.

Structure (XYZ):
```
12
Properties=species:S:1:pos:R:3
C -2.150 -1.146 0.021
N -1.711 -0.905 1.168
N 2.477 0.844 -0.368
O 0.393 -0.433 -1.261
S 0.054 2.329 -0.569
S 0.676 0.341 -0.110
Cl 3.255 0.922 1.194
Cl 3.167 -0.430 -1.235
H -1.775 -0.522 -0.933
H 0.343 2.749 0.611
H -2.691 -2.056 -0.347
H -2.037 -1.692 1.829
```

Output
charge = 0
multiplicity = 1
F_max = 3.91 eV Å⁻¹
DFT total energy = -1941.84583 Eh
HOMO energy = -9.401 eV
gap between HOMO and LUMO = 9.46 eV
ΔE to the lowest compared entry with this formula, charge and spin = 258.5 kJ/mol

Entry 4:
The ion CN3O2S with charge -1. Source: the Open Molecules 2025 dataset; level of theory: the ωB97M-V functional and the def2-TZVPD basis.

Structure (XYZ):
```
7
Properties=species:S:1:pos:R:3
C -2.160 -0.107 0.080
N -3.178 -0.684 -0.052
N 0.344 -0.343 0.012
N 1.595 0.025 -0.007
O 2.325 -1.001 -0.134
O 2.017 1.193 0.075
S -0.942 0.917 0.026
```

Output
charge = -1
multiplicity = 1
F_max = 5.37 eV Å⁻¹
DFT total energy = -750.96347 Eh
HOMO energy = -4.446 eV
gap between HOMO and LUMO = 8.17 eV
ΔE to the lowest compared entry with this formula, charge and spin = 47.3 kJ/mol

Entry 5:
The ion C3H4N3 with charge +1. Source: the Open Molecules 2025 dataset; level of theory: the ωB97M-V functional and the def2-TZVPD basis.

Structure (XYZ):
```
10
Properties=species:S:1:pos:R:3
C 0.197 1.539 1.000
C -0.687 -0.552 -0.035
C 0.206 -1.380 -0.823
N 0.637 2.829 0.797
N 0.546 2.499 1.994
N -0.337 0.582 0.398
H -1.737 -0.751 -0.438
H 1.209 -0.898 -0.831
H -0.274 -1.535 -1.758
H 0.239 -2.333 -0.306
```

Output
charge = +1
structure (SMILES) = CC=[N+]=c1nn1
multiplicity = 1
F_max = 3.78 eV Å⁻¹
DFT total energy = -280.54259 Eh
HOMO energy = -16.217 eV
gap between HOMO and LUMO = 10.38 eV
ΔE to the lowest compared entry with this formula, charge and spin = 227.1 kJ/mol

Entry 6:
The molecule C4H7ClN2. Source: the Open Molecules 2025 dataset; level of theory: the ωB97M-V functional and the def2-TZVPD basis.

Structure (XYZ):
```
14
Properties=species:S:1:pos:R:3
C 0.257 -0.121 0.699
C -0.024 1.087 1.607
C 0.079 -0.526 -1.774
C -0.672 -0.432 -0.457
N 1.047 -1.243 1.101
N 1.659 -0.440 0.453
Cl -1.916 0.878 -0.560
H -1.088 1.234 1.562
H 0.681 1.896 1.488
H 0.140 0.669 2.607
H 0.473 0.343 -2.155
H -0.526 -0.905 -2.669
H 1.101 -1.075 -1.682
H -1.212 -1.365 -0.220
```

Output
charge = 0
multiplicity = 3
F_max = 5.90 eV Å⁻¹
DFT total energy = -726.10775 Eh
HOMO energy (spin up / spin down) = -6.781 / -10.790 eV
gap between HOMO and LUMO (spin up / spin down) = 7.69 / 8.39 eV
ΔE to the lowest compared entry with this formula, charge and spin = 124.9 kJ/mol

Entry 7:
The molecule CH3NOS2. Source: the Open Molecules 2025 dataset; level of theory: the ωB97M-V functional and the def2-TZVPD basis.

Structure (XYZ):
```
8
Properties=species:S:1:pos:R:3
C -0.723 0.782 0.453
N 0.025 0.062 -0.321
O 1.902 1.716 0.679
S 2.634 -1.293 0.038
S 1.673 0.333 -0.305
H -1.770 0.719 0.512
H -0.052 1.551 0.986
H 1.813 0.467 -1.657
```

Output
charge = 0
structure (SMILES) = C=N[S@@H](=O)=S
multiplicity = 1
F_max = 6.73 eV Å⁻¹
DFT total energy = -966.13023 Eh
HOMO energy = -9.801 eV
gap between HOMO and LUMO = 9.47 eV
ΔE to the lowest compared entry with this formula, charge and spin = 311.3 kJ/mol

Entry 8:
A cluster of 2 separate species, C20H28BrN4O7 in total. Source: the Open Molecules 2025 dataset; level of theory: the ωB97M-V functional and the def2-TZVPD basis.

Structure (XYZ):
```
60
Properties=species:S:1:pos:R:3
O -2.046 3.737 -7.380
O 0.299 0.073 1.406
O -0.655 -2.294 5.432
O 1.200 3.020 -2.199
O 1.311 0.650 -5.390
O -0.465 1.942 -1.221
Br -4.338 -5.425 -0.319
O -1.346 2.332 1.105
C -1.375 3.819 -6.362
C -0.795 0.065 1.964
C 0.301 -2.183 4.675
C 0.127 2.379 -2.233
C 1.472 1.824 -5.062
C -4.017 -3.028 1.251
C -1.972 -4.216 0.776
C -3.297 -2.069 1.973
C -1.250 -3.255 1.486
C -3.358 -4.108 0.657
C -1.905 -2.175 2.107
N -1.653 1.148 1.849
N 2.720 2.306 -5.008
N 0.106 -1.679 3.412
N -0.613 2.802 -5.969
C -1.403 5.099 -5.551
C 3.141 3.676 -4.721
C -1.140 -1.121 2.884
C 1.807 -2.995 6.565
C 2.136 -3.838 4.227
C 2.719 -1.466 4.806
C 1.729 -2.618 5.073
C -0.570 2.197 -3.587
C 0.250 2.729 -4.780
H -0.914 2.127 0.206
H -5.093 -2.939 1.148
H -1.456 -5.044 0.301
H -3.829 -1.239 2.427
H -0.170 -3.351 1.538
H -2.521 1.119 2.375
H 3.436 1.614 -5.156
H 0.939 -1.486 2.856
H -0.653 1.971 -6.537
H -2.135 5.777 -5.986
H -0.419 5.560 -5.569
H -1.686 4.872 -4.525
H 2.674 4.371 -5.421
H 4.225 3.754 -4.808
H 2.857 3.946 -3.701
H -1.756 -0.747 3.708
H 1.527 -2.141 7.191
H 1.126 -3.823 6.789
H 2.822 -3.302 6.835
H 2.127 -3.592 3.160
H 1.442 -4.668 4.393
H 3.144 -4.173 4.491
H 2.419 -0.569 5.357
H 3.729 -1.744 5.123
H 2.757 -1.216 3.740
H -0.793 1.139 -3.739
H -1.521 2.729 -3.542
H 0.600 3.726 -4.521
```

Output
charge = -1
multiplicity = 1
F_max = 2.73 eV Å⁻¹
DFT total energy = -4098.75593 Eh
HOMO energy = -5.576 eV
gap between HOMO and LUMO = 7.91 eV

Entry 9:
A cluster of 2 separate species, C5H13O2 in total. Source: the Open Molecules 2025 dataset; level of theory: the ωB97M-V functional and the def2-TZVPD basis.

Structure (XYZ):
```
20
Properties=species:S:1:pos:R:3
C -0.218 -1.410 0.953
O -0.693 -1.012 2.153
C -0.320 -0.413 -0.184
C 0.405 0.930 0.109
C 0.667 1.712 -1.197
C 1.679 0.960 -2.090
H 0.894 -1.596 1.113
H -0.639 -2.364 0.534
H -1.364 -0.107 -0.369
H 0.046 -0.892 -1.094
H 1.412 0.624 0.419
H -0.143 1.412 0.914
H 0.970 2.753 -1.069
H -0.349 1.847 -1.615
H 2.540 1.610 -2.215
H 1.376 0.692 -3.111
H 1.829 -0.033 -1.670
H -3.289 -1.125 2.791
H -1.910 -1.590 2.710
O -2.892 -1.999 2.918
```

Output
charge = -1
multiplicity = 1
F_max = 1.93 eV Å⁻¹
DFT total energy = -348.77428 Eh
HOMO energy = -3.235 eV
gap between HOMO and LUMO = 6.92 eV
ΔE to the lowest compared entry with this formula, charge and spin = 67.2 kJ/mol